# 1
Molecular formula: C2H2BrN
Method: DFT, the ωB97M-V functional and the def2-TZVPD basis

```
6
Properties=species:S:1:pos:R:3:forces:R:3:nbo_charge:R:1
C -0.1226 -0.7399 -0.3991 0.461 0.658 -1.044 0.065
C 0.2726 0.4948 0.1768 -3.358 -1.342 0.769 -0.180
N -0.4268 0.2800 -1.0859 -0.223 -1.265 -0.564 -0.281
Br -0.9496 1.0178 1.5874 0.648 0.548 0.348 -0.026
H -0.0175 -1.8052 -0.3954 -0.484 -0.297 -0.133 0.224
H 1.2440 0.7523 0.1161 2.956 1.699 0.624 0.197
```
Forces are in eV/Å.

Properties
HOMO, Ha: -0.3659
Charge: 0
Structure (SMILES): Br[C@H]1C=N1
Energy above the lowest of the compared OMol25 structures with the same formula, charge and spin, kJ/mol: 176.4
Frontier orbital gap, eV: 10.71
Total energy, eV: -73636.3444

---

# 2
Molecular formula: C2H2BrNO2
Method: DFT, the ωB97M-V functional and the def2-TZVPD basis

```
8
Properties=species:S:1:pos:R:3:forces:R:3:nbo_charge:R:1
C 0.1286 -0.0290 -0.0602 0.484 2.827 -4.809 -0.118
C 2.5766 1.4501 -2.2620 -1.425 -0.034 -0.347 0.661
N 1.3226 0.3056 -0.4457 -0.015 -0.304 0.726 -0.113
O 1.4090 1.0975 -1.7045 -2.804 -1.074 1.801 -0.411
O 2.5144 2.1660 -3.2063 0.841 -0.027 0.225 -0.513
Br 4.0296 0.6077 -1.5159 1.480 -0.284 0.270 0.065
H -0.0117 -0.5579 0.8673 0.156 -0.069 -0.006 0.228
H -0.7130 0.3255 -0.8270 1.283 -1.036 2.139 0.201
```
Forces are in eV/Å.

Properties
HOMO, Ha: -0.3960
Charge: 0
Structure (SMILES): C=NOC(=O)Br
Energy above the lowest of the compared OMol25 structures with the same formula, charge and spin, kJ/mol: 201.1
Frontier orbital gap, eV: 11.28
Total energy, eV: -77731.2504

---

# 3
Molecular formula: C2H2BrO2S
Method: DFT, the ωB97M-V functional and the def2-TZVPD basis

```
8
Properties=species:S:1:pos:R:3:forces:R:3:nbo_charge:R:1
C 2.3625 -0.0150 -0.3273 -0.810 -1.616 2.352 1.031
C -1.7302 0.4394 0.4621 3.366 1.831 1.045 -0.901
O 2.5574 0.2826 -1.4042 0.600 1.255 -2.825 -0.528
O 2.1899 -0.4230 0.7400 0.182 0.328 0.562 -0.513
S -0.9793 -0.7409 -0.6919 -0.040 -0.650 0.038 -0.174
Br -3.1006 -0.4090 1.4750 -0.736 -0.728 0.727 -0.134
H -0.7787 0.6533 1.2315 -2.601 -0.653 -1.312 0.129
H -0.5211 0.2125 -1.4851 0.041 0.234 -0.587 0.089
```
Forces are in eV/Å.

Properties
HOMO, Ha: -0.0689
Charge: -1
Energy above the lowest of the compared OMol25 structures with the same formula, charge and spin, kJ/mol: 239.8
Frontier orbital gap, eV: 5.01
Total energy, eV: -87078.8647

---

Question: Which formula does entry 2 have?
Answer: C2H2BrNO2